No. 1
{"formula": "C4H4N2O2", "method": "the ωB97M-V functional and the def2-TZVPD basis", "elements": ["C", "C", "C", "C", "H", "H", "H", "H", "N", "N", "O", "O"], "coordinates": [[-0.59523, 1.31503, 0.27839], [0.62826, 0.03258, -0.70184], [0.77507, -1.41029, -1.04071], [-0.34897, -0.11657, 0.40507], [1.67645, 0.36981, -0.27135], [1.04701, -1.94686, -1.93908], [-0.34214, -1.70375, 1.86538], [-1.27117, -0.46006, -0.07928], [0.69107, -2.08129, 0.07853], [0.23751, -1.23933, 1.14586], [-1.07484, 2.23749, 0.84893], [-0.22079, 1.27010, -1.07291]], "nbo_charge": [0.7871, 0.0291, -0.0319, -0.2137, 0.2072, 0.2290, 0.3945, 0.2117, -0.1859, -0.4452, -0.5064, -0.4755], "e_lumo_ev": 0.5, "multiplicity": 1, "homo_ev": -9.86, "de_lowest_ev": 4.723}


No. 2
{"formula": "C4H10NO3", "method": "the ωB97M-V functional and the def2-TZVPD basis", "elements": ["C", "C", "N", "C", "C", "O", "O", "H", "H", "H", "H", "H", "H", "H", "H", "H", "H", "O"], "coordinates": [[-1.26849, -1.36957, -1.92403], [-0.86033, -2.04730, -0.63688], [-0.24640, -1.33430, 0.30786], [0.58997, -0.18173, 0.08239], [1.29654, 0.23499, 1.48478], [1.42704, 1.53899, 1.76673], [-1.04377, -3.26616, -0.51160], [-1.04494, -0.30730, -1.97053], [-2.32955, -1.62102, -1.98422], [-0.75043, -1.81924, -2.76366], [0.05034, -1.84719, 1.11341], [1.38810, -0.38540, -0.64573], [0.16702, 0.76544, -0.26614], [0.54487, -0.19598, 2.19425], [2.27693, -0.27311, 1.43757], [-0.24460, 4.42478, 0.31244], [0.29071, 4.40659, -1.07340], [-0.13308, 4.99920, -0.46306]], "nbo_charge": [-0.7138, 0.6788, -0.6002, -0.2956, -0.0039, -0.9440, -0.6827, 0.2212, 0.2297, 0.2245, 0.3931, 0.1499, 0.1924, 0.0683, 0.0847, 0.4855, 0.4664, -0.9545], "e_lumo_ev": 3.6, "multiplicity": 1, "charge": -1, "homo_ev": -2.92, "de_lowest_ev": 2.670}


No. 3
{"formula": "C3H11NO3", "method": "the ωB97M-V functional and the def2-TZVPD basis", "elements": ["O", "C", "C", "C", "N", "H", "H", "H", "H", "H", "H", "H", "H", "H", "O", "H", "H", "O"], "coordinates": [[-2.25556, 0.21149, 1.92949], [-1.63234, -0.75315, 1.47203], [0.00149, -0.06886, 1.17964], [-0.17743, 0.94689, 0.08704], [0.86358, -1.05202, 0.95500], [-1.48688, -1.61616, 2.12601], [0.18326, 0.40808, 2.13892], [0.71996, 1.53248, -0.10559], [-0.28078, 0.38271, -0.86962], [-1.09187, 1.50269, 0.30546], [0.97083, -1.23294, -0.08318], [1.76584, -0.90762, 1.39434], [1.36269, 0.87994, -2.62718], [1.87297, 1.74320, -3.76176], [1.90038, 1.67029, -2.80280], [0.13002, -1.46701, -2.39214], [-1.96832, -0.94867, 0.43982], [0.61372, -1.13709, -1.63013]], "nbo_charge": [-0.3905, 0.0629, 0.1397, -0.7036, -0.6388, 0.1826, 0.2201, 0.2722, 0.3202, 0.2323, 0.4769, 0.4083, 0.4976, 0.4627, -0.9658, 0.4510, 0.2160, -1.2437], "e_lumo_ev": -3.5, "multiplicity": 1, "homo_ev": -8.39, "de_lowest_ev": 6.959}


No. 4
{"formula": "C33H40NSW", "method": "the ωB97M-V functional and the def2-TZVPD basis", "elements": ["C", "C", "C", "C", "C", "W", "C", "C", "H", "C", "H", "H", "C", "H", "H", "H", "C", "H", "H", "H", "C", "H", "H", "H", "C", "H", "H", "H", "C", "H", "H", "H", "C", "H", "H", "H", "C", "H", "H", "H", "C", "C", "C", "C", "H", "C", "H", "C", "H", "H", "H", "N", "S", "C", "C", "C", "C", "C", "C", "C", "C", "C", "C", "C", "C", "H", "H", "H", "H", "H", "H", "H", "H", "H", "H", "H"], "coordinates": [[0.76686, -2.64311, -0.24516], [1.68557, -1.82632, -0.99084], [1.14575, -1.65168, -2.30831], [-0.12284, -2.33058, -2.36419], [-0.36338, -2.92070, -1.07754], [-0.21324, -0.73961, -0.86530], [-2.96651, 1.12694, -1.36614], [-2.52243, 0.57393, -0.18372], [-2.44168, 1.21452, 0.70262], [-2.24209, -0.85618, -0.01435], [-2.86337, -1.56971, -0.56197], [-2.03636, -1.18415, 1.01276], [-3.15889, 2.60471, -1.52879], [-2.55276, 3.17626, -0.81792], [-2.86717, 2.92938, -2.53949], [-4.21280, 2.89291, -1.38089], [-3.41055, 0.28115, -2.51252], [-3.20778, -0.78381, -2.36763], [-4.49522, 0.38594, -2.67495], [-2.91482, 0.56883, -3.44781], [3.04450, -1.38937, -0.55584], [3.13280, -1.39184, 0.53577], [3.81024, -2.06390, -0.96263], [3.27346, -0.37850, -0.91647], [1.89426, -0.98374, -3.41104], [2.24730, 0.00535, -3.08952], [2.77612, -1.57426, -3.69940], [1.26616, -0.84622, -4.29514], [-0.99460, -2.52317, -3.56165], [-0.95311, -1.65851, -4.23300], [-0.68091, -3.40581, -4.14204], [-2.04123, -2.68115, -3.26848], [-1.47546, -3.85663, -0.72965], [-2.38457, -3.63344, -1.29592], [-1.18988, -4.89377, -0.96040], [-1.71080, -3.80762, 0.33797], [1.03194, -3.23226, 1.09657], [0.10089, -3.55304, 1.57911], [1.69762, -4.10826, 1.02743], [1.50756, -2.49455, 1.75499], [-0.19467, 1.06771, -2.27878], [-0.02209, 2.27707, -1.63108], [-0.37186, 1.09218, -3.67344], [0.34180, 3.43801, -2.32736], [-0.08545, 2.25387, -0.53817], [-0.07236, 2.25418, -4.39469], [-0.72715, 0.21400, -4.22139], [0.33682, 3.41804, -3.72650], [0.58789, 4.33211, -1.74479], [-0.17558, 2.22027, -5.48546], [0.60474, 4.31997, -4.28611], [0.55388, 0.29867, 0.68813], [-0.22451, 0.61911, 2.16497], [0.56683, -0.53051, 3.27890], [-0.26065, -1.46978, 3.91876], [0.31308, -2.48339, 4.68390], [1.70593, -2.54689, 4.81932], [2.52233, -1.57617, 4.22773], [1.94995, -0.54708, 3.47392], [0.36810, 2.20276, 2.78967], [1.54977, 2.83812, 2.39418], [1.97126, 3.98426, 3.08441], [1.19226, 4.51780, 4.11316], [-0.03264, 3.92868, 4.45032], [-0.44817, 2.77662, 3.78293], [1.49193, 0.70134, 0.68590], [-1.34030, -1.38945, 3.78861], [-0.32777, -3.22011, 5.17440], [2.15701, -3.35166, 5.40332], [3.60494, -1.60603, 4.36325], [2.56627, 0.24342, 3.05077], [2.14584, 2.44566, 1.57154], [2.91587, 4.45103, 2.81018], [1.53543, 5.40057, 4.65325], [-0.66294, 4.35488, 5.23044], [-1.39431, 2.29269, 4.02727]], "mulliken_spin": [0.2238, 0.0321, 0.0167, 0.3054, -0.1277, 1.3528, -0.0280, -0.0377, -0.0120, 0.0301, 0.0106, -0.0178, 0.0026, 0.0004, -0.0015, -0.0036, 0.0329, -0.0096, -0.0008, -0.0069, -0.0502, 0.0006, 0.0041, -0.0055, 0.0194, -0.0050, -0.0003, -0.0006, -0.0218, -0.0180, 0.0080, -0.0013, 0.0017, 0.0038, -0.0006, -0.0014, -0.0070, -0.0038, 0.0056, -0.0027, 0.0279, 0.0269, 0.0132, -0.0101, 0.0148, 0.0010, -0.0155, 0.0127, 0.0007, -0.0002, 0.0001, 0.1651, 0.0243, 0.0157, -0.0098, 0.0001, 0.0013, -0.0013, 0.0050, 0.0137, 0.0023, 0.0016, 0.0006, 0.0005, 0.0008, 0.0234, -0.0008, 0.0001, 0.0000, 0.0000, 0.0011, -0.0021, 0.0001, 0.0000, 0.0001, 0.0002], "e_lumo_ev": [-2.9, -2.9], "multiplicity": 3, "charge": 1, "homo_ev": [-9.37, -10.07]}